No. 1
The following is a quantum chemistry calculation of 2 unconnected molecules or ions with the total composition C3H11N2O in a non-equilibrium geometry, from the Open Molecules 2025 dataset.

Geometry as ORCA input:
```
! RIJCOSX wB97M-V def2-TZVPD def2/J DEFGRID3
* xyz 1 1
O -0.13584 -2.75108 -1.51361
N 1.40529 -0.43759 -0.80543
N -1.51648 0.09100 0.48798
C -0.37411 2.03854 1.45868
C 0.81770 0.74141 -0.14927
C -0.35014 0.80657 0.55868
H 0.03227 -3.46983 -0.87588
H -2.27533 0.17890 1.12469
H -1.42061 -0.86789 0.26130
H 1.32989 1.62815 -0.54317
H 0.15212 1.91367 2.28475
H 0.67458 -0.84232 -1.44829
H 0.10890 2.84920 0.89141
H 2.26629 0.03414 -1.34749
H -1.39737 2.32079 1.73802
H -0.87756 -3.07008 -1.93798
H 1.56042 -1.16359 -0.18439
*
```

Output
- lowest unoccupied orbital energy (eV) = -3.464
- frontier orbital gap (eV) = 9.2
- HOMO level (eV) = -12.7

No. 2
The following is a quantum chemistry calculation of C25H22N6O4 in the gas phase in a non-equilibrium geometry, from the Open Molecules 2025 dataset.

Geometry as ORCA input:
```
! RIJCOSX wB97M-V def2-TZVPD def2/J DEFGRID3
* xyz 0 1
O 2.95863 -2.97566 -2.37470
O 0.60840 -0.90541 3.40148
O -1.65368 4.03895 -1.00783
O 5.21374 -1.74510 -1.12824
N -3.56184 -1.99867 0.05635
N -2.98082 -2.51140 1.07665
N 0.31555 -2.09481 1.47117
N -2.53131 -0.37249 1.12395
N -2.28182 1.98477 -0.20079
N -2.37497 -1.54018 1.71723
C -3.28481 1.56261 -1.05951
C 1.68927 -2.51767 -0.43408
C -5.26555 0.62097 -2.79487
C 1.55846 2.91178 2.71816
C 0.58052 3.88863 2.78995
C -0.39628 3.95218 1.81267
C -3.78034 0.24940 -0.93272
C -3.29451 -0.67181 0.07005
C -4.77741 1.91426 -2.91724
C -0.40794 3.03134 0.77372
C -1.59250 -1.72251 2.89559
C 0.62557 1.08643 -0.46382
C 1.56660 2.01358 1.66573
C 2.69819 -1.50362 1.50095
C -0.08415 -1.51665 2.62639
C 4.27774 -3.15666 -2.84310
C -4.76549 -0.20444 -1.81007
C -1.49795 3.10542 -0.25303
C 1.58018 -2.03043 0.86231
C 2.89904 -2.45802 -1.10924
C 5.12386 -1.92521 -2.52436
C 4.01100 -1.87990 -0.48642
C 0.58782 2.05519 0.68273
C -3.79716 2.38125 -2.06398
C 3.89730 -1.42563 0.82113
H 0.34450 1.57606 -1.39431
H 4.72622 -4.03742 -2.36368
H -1.89197 -0.99820 3.65706
H 2.62072 -1.14746 2.51346
H 4.66367 -1.04116 -2.98687
H -5.16460 2.56670 -3.68543
H 6.14541 -2.04004 -2.88862
H 2.34257 1.26520 1.60246
H -6.03101 0.26109 -3.46492
H -1.76908 -2.73838 3.25739
H 0.84367 -2.95235 -0.94512
H -3.41280 3.38264 -2.16385
H 4.77151 -1.00469 1.29068
H -5.12371 -1.21571 -1.69437
H -2.05538 1.31726 0.53180
H 4.20397 -3.32132 -3.91872
H 2.32315 2.85322 3.47788
H 0.57929 4.60061 3.60151
H -0.06565 0.25978 -0.29812
H 1.62298 0.66632 -0.57192
H -1.16287 4.71204 1.84868
H -0.37393 -2.60465 0.93281
*
```

Output
- lowest unoccupied orbital energy (eV) = 0.382
- frontier orbital gap (eV) = 8.7
- HOMO level (eV) = -8.3

No. 3
The following is a quantum chemistry calculation of a gas-phase ion, C4H9N (charge -1) in a non-equilibrium geometry, from the Open Molecules 2025 dataset.

Geometry as ORCA input:
```
! RIJCOSX wB97M-V def2-TZVPD def2/J DEFGRID3
* xyz -1 2
N 0.25914 1.18715 0.42385
C -0.56816 -1.10224 0.34435
C 0.18670 -0.84089 -0.98157
C -0.70516 0.27351 1.03239
C 0.79114 0.58089 -0.82411
H 0.47349 1.17799 -1.66566
H -1.53533 -1.55364 0.13776
H -0.56403 0.19800 2.10901
H 1.87318 0.55157 -0.79797
H 0.99022 -1.56593 -1.04686
H -1.72416 0.63373 0.85879
H 1.00604 1.29841 1.07124
H 0.04900 -1.76632 0.95512
H -0.46640 -0.88011 -1.85865
*
```

Output
- lowest unoccupied orbital energy (spin up / spin down) (eV) = 4.858 / 4.757
- expectation value of S² = 0.75
- frontier orbital gap (spin up / spin down) (eV) = 3.3 / 9.4
- HOMO level (spin up / spin down) (eV) = 1.6 / -4.6

No. 4
The following is a quantum chemistry calculation of 2 unconnected molecules or ions with the total composition C4H11INO, from the Open Molecules 2025 dataset.

Geometry as ORCA input:
```
! RIJCOSX wB97M-V def2-TZVPD def2/J DEFGRID3
* xyz 1 1
I 3.97046 -0.02097 -0.05775
O 2.29697 -0.22041 -1.10456
N -0.14528 -2.17982 -0.07984
C 0.60653 1.47179 0.63091
C 0.08582 0.26230 0.00398
C -0.82591 0.33114 -1.12372
C 0.34130 -1.03994 0.62458
H -0.18104 1.94722 1.22498
H -0.02603 -0.94966 1.66816
H -0.94174 1.33145 -1.52918
H -0.50040 -0.37858 -1.88947
H -1.14826 -2.21903 -0.19747
H 1.42716 -1.15517 0.76047
H 0.87799 2.20951 -0.12342
H 0.19027 -3.04987 0.31274
H -1.80568 -0.04913 -0.81643
H 2.47780 0.07993 -2.00782
H 1.44712 1.27820 1.29352
*
```

Output
- lowest unoccupied orbital energy (eV) = -5.376
- frontier orbital gap (eV) = 7.9
- HOMO level (eV) = -13.3

No. 5
The following is a quantum chemistry calculation of a gas-phase ion, C10H16BrN2 (charge +1) in a non-equilibrium geometry, from the Open Molecules 2025 dataset.

Geometry as ORCA input:
```
! RIJCOSX wB97M-V def2-TZVPD def2/J DEFGRID3
* xyz 1 1
Br 2.10227 2.18041 -0.06484
N -0.57515 0.69032 -0.32217
N 3.47286 -1.73709 -0.88358
C 2.84992 -1.57434 1.43559
C 2.02742 0.20353 -0.12933
C 3.14150 -0.39254 -0.98478
C -2.48905 0.83887 1.06778
C -1.75491 0.86040 -1.22948
C 3.24792 -2.35974 0.19555
C -1.08313 0.24307 1.01277
C -3.02762 0.77639 -0.40797
C 2.26819 -0.38688 1.26462
C 0.47613 -0.14665 -0.84017
H 0.33967 -1.20807 -0.60752
H -1.53066 1.90125 -1.74696
H 4.08868 0.02622 -0.93285
H 0.74705 0.21704 -1.83659
H 2.95936 -2.06591 2.43331
H -1.53971 0.02800 -1.99628
H 2.20105 0.21989 2.18110
H -0.45792 0.62044 1.86823
H -3.24140 0.23284 1.76344
H 3.61405 -3.35516 0.43757
H -0.94092 -0.86935 1.01116
H -3.43867 -0.14494 -0.71298
H -2.64852 1.86025 1.34243
H -3.55568 1.74196 -0.47015
H -0.20125 1.63658 -0.03800
H 2.67456 -0.23393 -1.92208
*
```

Output
- lowest unoccupied orbital energy (eV) = -2.953
- frontier orbital gap (eV) = 9.8
- HOMO level (eV) = -12.8

No. 6
The following is a quantum chemistry calculation of a molecular structure, C35H35InN3OPSTe, from the Open Molecules 2025 dataset.

Geometry as ORCA input:
```
! RIJCOSX wB97M-V def2-TZVPD def2/J DEFGRID3
* xyz 2 1
Te -0.76883 1.84577 -2.47814
In 0.17396 0.37149 -0.49956
S 2.60666 0.00268 -0.19422
P -0.83208 -1.91791 0.07362
O 0.19284 2.19417 1.71102
N 4.83562 1.02580 -1.19329
N -0.28331 0.89751 1.64208
N 2.93281 1.93834 -2.04602
C -1.67296 5.41285 -0.13202
C -1.22552 -1.46615 4.19391
C 6.50585 -1.94428 0.31794
C -1.57665 -3.36855 2.23491
C -3.77457 6.50797 0.70009
C 7.65341 -1.34922 0.81739
C -3.75806 -1.71427 -2.72678
C -3.90247 2.01156 -1.49259
C 7.85533 0.01247 0.64244
C -3.08580 3.19174 -1.04327
C 3.51067 1.05650 -1.24092
C 5.54523 -1.19438 -0.34637
C 1.36421 -3.55338 -0.16156
C 2.03844 -4.70402 -0.53057
C 0.02966 -5.56094 -1.54614
C -0.65520 -4.41394 -1.17256
C -3.73428 4.24586 -0.40442
C 0.01344 -3.40603 -0.48055
C -2.46325 -1.84170 -0.70119
C -0.44310 0.24176 2.72279
C -3.62888 -1.72663 0.05229
C 0.51575 4.51673 -0.89743
C -0.97620 4.39108 -0.76169
C 1.37171 -5.70493 -1.22665
C -0.93310 -1.13489 2.86870
C -2.53091 -1.81900 -2.09653
C -4.85630 -1.61300 -0.58732
C -3.05246 5.36803 0.04213
C 5.74535 0.16949 -0.48694
C -1.70341 3.28951 -1.23323
C 6.90206 0.77457 -0.01100
C -1.87724 -3.67453 3.55620
C -1.70325 -2.72007 4.53997
C -1.11512 -2.11085 1.86100
C -4.92116 -1.61263 -1.97167
H -5.87952 -1.53250 -2.46699
H -1.92748 -2.94644 5.57302
H 3.48437 2.51100 -2.66755
H -3.80918 -1.71147 -3.80712
H -0.48824 -6.34322 -2.08383
H -4.83541 6.29362 0.81318
H -0.21153 0.75439 3.65730
H 7.05643 1.83917 -0.14216
H -4.80579 4.18286 -0.25529
H -1.63147 -1.90076 -2.69769
H -1.70397 -4.30998 -1.41926
H -4.07712 2.03132 -2.57111
H 3.08277 -4.82491 -0.27655
H -3.67522 7.41873 0.10808
H -4.87332 2.01801 -0.99949
H 1.89261 -2.78034 0.38650
H -3.59181 -1.73905 1.13393
H 1.92487 1.98977 -2.15781
H -5.76050 -1.53253 0.00051
H 1.02548 3.59107 -0.62179
H -1.07434 -0.72605 4.96947
H 5.30393 1.78046 -1.67915
H -3.41162 1.06365 -1.26699
H 0.88897 5.30464 -0.24519
H -1.70413 -4.13516 1.48022
H -1.12093 6.27050 0.23590
H 8.75400 0.48534 1.01330
H 4.68508 -1.68443 -0.77800
H -3.36053 6.71576 1.68745
H 6.36140 -3.01083 0.42590
H 8.39690 -1.94611 1.32700
H -2.24210 -4.66097 3.80817
H 0.30060 2.45564 2.64222
H 0.80696 4.76613 -1.92100
H 1.90091 -6.60188 -1.51900
*
```

Output
- lowest unoccupied orbital energy (eV) = -5.948
- frontier orbital gap (eV) = 7.1
- HOMO level (eV) = -13.1

No. 7
The following is a quantum chemistry calculation of a molecular structure, C25H35IrN3 in a non-equilibrium geometry, from the Open Molecules 2025 dataset.

Geometry as ORCA input:
```
! RIJCOSX wB97M-V def2-TZVPD def2/J DEFGRID3
* xyz 2 6
Ir 0.57653 -0.96055 0.89217
N 1.89906 -0.98553 -0.86020
N 0.18192 0.96059 0.11118
N 0.43198 -2.90806 0.06951
C -3.62597 2.20251 -0.59745
C 1.96041 -2.13516 -1.59017
C 1.25490 -1.77585 3.44963
C -1.03403 1.16076 -0.52371
C 2.63869 0.06349 -1.28536
C -0.45777 -3.83933 0.52177
C -4.55975 0.16174 0.51421
C -2.61467 2.87760 -1.28632
C -1.34381 2.30751 -1.32677
C 1.29472 3.03033 -0.74590
C 1.12289 -4.48983 -1.62942
C 2.65022 -2.20762 -2.81772
C 0.11260 -5.37009 -1.25762
C 3.40976 0.01967 -2.44032
C 1.18825 -3.21884 -1.03384
C 1.49816 -0.51898 2.60410
C -2.16159 0.33138 -0.31778
C 0.94101 2.22255 0.50984
C 0.05764 3.07738 1.41501
C 3.39358 -1.12238 -3.24658
C -0.70429 -5.00747 -0.18910
C -3.41897 0.90313 -0.12057
C -2.93073 4.15520 -2.01826
C 2.24734 2.00827 1.29131
C -1.13935 -1.32236 1.88819
H -0.62811 2.73822 -2.01815
H -1.52945 -5.65263 0.11763
H -0.13453 2.55361 2.35911
H -0.03704 -6.29834 -1.80130
H -3.42379 4.88465 -1.36056
H 1.78487 0.34811 3.21741
H -5.23494 -0.25780 -0.24586
H 0.59037 4.00892 1.63809
H -0.96424 -2.03987 2.69927
H -4.61179 2.65583 -0.51563
H 2.40512 -0.64159 1.97482
H -1.44435 -0.36080 2.33283
H 1.85194 -4.71892 -2.39845
H 4.04310 0.88009 -2.66444
H -2.03065 4.62410 -2.42972
H 3.96760 -1.16025 -4.16649
H -2.04717 -0.75134 -0.30177
H 0.57123 3.83859 -0.89569
H 1.38543 2.39168 -1.62752
H -1.01326 -3.59611 1.42291
H 0.32609 -1.75384 4.01277
H 1.29947 -2.66582 2.83021
H -3.62223 3.97204 -2.85404
H 2.62721 0.96348 -0.68919
H 2.93617 2.83389 1.04253
H -0.90162 3.33028 0.95356
H 2.07280 2.08743 2.36888
H 0.55356 0.09496 2.19349
H -5.16501 0.83185 1.14010
H -4.21012 -0.66471 1.14370
H 2.58843 -3.14491 -3.37222
H 2.06280 -1.83335 4.17530
H 2.26314 3.51909 -0.60699
H 2.76739 1.07712 1.05709
H -1.96712 -1.71370 1.28851
*
```

Output
- lowest unoccupied orbital energy (spin up / spin down) (eV) = -6.376 / -10.180
- expectation value of S² = 8.82
- frontier orbital gap (spin up / spin down) (eV) = 3.9 / 3.5
- HOMO level (spin up / spin down) (eV) = -10.3 / -13.7

No. 8
The following is a quantum chemistry calculation of a molecular structure, C41H41AlOP2SSi, from the Open Molecules 2025 dataset.

Geometry as ORCA input:
```
! RIJCOSX wB97M-V def2-TZVPD def2/J DEFGRID3
* xyz 2 1
S -1.22730 -1.82951 -2.61613
P 0.86375 2.09753 -0.91201
P -1.18344 -0.29798 1.85892
Si 2.12745 -0.38316 0.98066
Al 0.13285 -0.19447 -0.26845
O -0.16056 -1.05302 -1.77768
C -2.31991 -2.02676 3.66524
C -1.68836 -3.19964 -1.54420
C 0.61843 1.71787 4.91163
C 1.20470 3.64930 -0.03582
C 4.48877 0.25785 -0.47029
C 2.38693 0.97763 3.46720
C 1.67974 4.84163 1.99821
C -1.99183 1.03353 0.88293
C -0.80095 3.55460 -2.59494
C -3.47403 2.86400 -0.60404
C -4.43016 -1.71027 4.76439
C -3.66367 -0.08029 3.16924
C -2.50649 -0.82905 2.97401
C 0.09720 0.53998 2.86622
C -3.27932 -2.46156 4.56410
C -3.45207 1.53311 -0.98822
C 2.56111 1.48123 -1.21902
C -0.26209 2.01296 -4.83562
C 5.22781 0.76302 -1.53059
C -1.18089 3.05089 -4.91263
C -1.44737 3.82224 -3.79148
C 1.47503 4.80193 -0.77420
C 3.15051 0.60528 -0.27536
C 1.29688 3.67620 1.35069
C -0.52267 -3.99646 -0.98471
C 1.95888 5.98410 1.26426
C -2.00077 2.38252 1.24231
C 3.02380 -1.93268 1.50310
C 1.85511 5.96186 -0.12114
C 1.97343 1.60593 4.63117
C 0.39277 1.74421 -3.64288
C -2.74778 3.28663 0.50581
C -0.31174 1.16960 4.04426
C 0.13013 2.52139 -2.51323
C -4.62241 -0.52584 4.06726
C 1.47233 0.45197 2.54986
C 4.64008 1.63595 -2.43309
C -0.20448 -2.65939 -3.84492
C 3.31184 1.99850 -2.27144
C -2.71593 0.62187 -0.24054
C -0.19143 -1.89919 -5.16073
H 2.70590 2.00362 5.32145
H -1.36399 1.20973 4.30062
H -3.82525 0.84228 2.62679
H 6.26529 0.47891 -1.64704
H 3.44902 0.90653 3.25945
H -1.42186 -2.61379 3.50917
H 1.75364 4.85556 3.07764
H -0.62613 -3.66058 -3.95209
H -0.04395 1.42795 -5.71952
H 3.94685 -1.68858 2.03501
H -0.91532 -4.75342 -0.30716
H -4.05641 3.57888 -1.17010
H 0.47756 -2.40677 -5.85404
H -1.18158 -1.86326 -5.61208
H 0.03965 -4.50979 -1.76226
H -1.42809 2.71856 2.09821
H -1.67556 3.26759 -5.84977
H 1.13146 0.95260 -3.59443
H -2.77322 4.32778 0.80088
H -5.52160 0.05498 4.22222
H -2.28298 -2.73584 -0.75324
H 5.21417 2.04149 -3.25532
H 0.28627 2.20885 5.81663
H 0.16022 -3.36242 -0.41777
H 4.97410 -0.41863 0.22280
H -2.37331 -3.79668 -2.15217
H -1.01197 4.16367 -1.72516
H -5.18193 -2.05163 5.46304
H -2.15132 4.64177 -3.85076
H -3.13312 -3.38632 5.10536
H 0.78419 -2.74353 -3.39302
H 2.07422 6.85145 -0.69607
H 3.28531 -2.56522 0.65439
H -4.01946 1.20073 -1.84734
H -2.77085 -0.43723 -0.48379
H 0.17415 -0.88335 -5.02454
H 2.40437 -2.50391 2.19628
H 2.86354 2.69634 -2.96823
H 1.41607 4.79386 -1.85495
H 1.07063 2.79429 1.92854
H 2.25440 6.89437 1.76810
*
```

Output
- lowest unoccupied orbital energy (eV) = -5.286
- frontier orbital gap (eV) = 7.5
- HOMO level (eV) = -12.8

Quick rundown of E, same order as above: -305.35580 -1595.39655 -212.48872 -586.36711 -3073.81547 -2791.45346 -1241.32557 -3274.60133 Eh
Quick rundown of energy relative to the best compared isomer or geometry (same formula, charge and spin), same order as above: 254.5 0.0 7.3 206.7 36.8 0.0 86.1 68.1 kJ/mol